No. 1
{
  "formula": "C25H23N5PtS3",
  "method": "ωB97M-V/def2-TZVPD",
  "species": ["Pt", "N", "C", "C", "C", "C", "C", "C", "C", "C", "C", "C", "C", "C", "H", "H", "H", "H", "H", "H", "H", "H", "H", "H", "N", "C", "S", "N", "C", "C", "C", "C", "C", "C", "H", "H", "H", "H", "H", "H", "H", "H", "S", "C", "C", "C", "C", "C", "N", "C", "S", "N", "H", "H", "H", "H", "H"],
  "positions_angstrom": [[0.004, 0.036, 1.287], [1.980, -0.095, -0.891], [2.870, 0.844, -0.371], [4.197, 0.501, -0.125], [5.083, 1.429, 0.405], [4.659, 2.723, 0.666], [3.332, 3.061, 0.422], [2.418, 2.139, -0.073], [0.987, 2.537, -0.247], [0.720, 3.613, -1.102], [-0.567, 4.110, -1.257], [-1.586, 3.572, -0.486], [-1.320, 2.514, 0.373], [-0.055, 1.925, 0.483], [2.382, -0.979, -1.153], [1.302, 0.250, -1.550], [4.530, -0.510, -0.336], [6.106, 1.134, 0.613], [5.346, 3.457, 1.072], [2.976, 4.060, 0.650], [1.539, 4.048, -1.665], [-0.765, 4.912, -1.960], [-2.595, 3.968, -0.562], [-2.124, 2.134, 0.996], [-3.899, -0.973, 0.525], [-3.847, -0.215, -0.603], [-2.525, -0.119, -1.569], [-4.970, 0.543, -0.883], [-6.321, 0.334, -0.570], [-6.813, -0.815, 0.053], [-8.176, -0.945, 0.293], [-9.067, 0.048, -0.074], [-8.577, 1.190, -0.697], [-7.223, 1.331, -0.944], [-2.990, -1.247, 0.861], [-4.552, -0.693, 1.239], [-4.776, 1.233, -1.590], [-6.146, -1.620, 0.313], [-8.541, -1.843, 0.775], [-10.127, -0.066, 0.112], [-9.256, 1.981, -0.990], [-6.849, 2.220, -1.440], [-0.557, -3.187, 0.555], [-0.693, -1.732, 1.091], [0.299, -2.162, 7.145], [0.145, -0.920, 6.309], [-0.699, 0.110, 6.691], [-0.756, 1.195, 5.839], [-0.069, 1.275, 4.707], [0.711, 0.221, 4.396], [1.677, 0.279, 2.923], [0.847, -0.866, 5.180], [0.210, -1.939, 8.209], [1.265, -2.620, 6.942], [-0.478, -2.885, 6.883], [-1.273, 0.072, 7.609], [-1.380, 2.053, 6.077]],
  "orbital_gap_ev": [5.770, 5.719],
  "spin_multiplicity": 2,
  "lumo_energy_ev": [2.415, 2.036],
  "de_lowest_kj_mol": 82.7,
  "energy_ev": -69502.05243,
  "homo_energy_ha": [-0.123, -0.135],
  "total_charge": -1,
  "largest_force_ha_per_bohr": 0.0334
}



No. 2
{
  "formula": "C26H27PRuS7",
  "method": "ωB97M-V/def2-TZVPD",
  "species": ["Ru", "C", "C", "C", "C", "C", "C", "C", "C", "C", "C", "H", "H", "H", "H", "H", "H", "H", "H", "H", "H", "H", "H", "H", "H", "C", "S", "C", "C", "S", "S", "C", "S", "S", "H", "H", "H", "S", "P", "S", "C", "C", "C", "C", "C", "C", "C", "C", "C", "C", "C", "C", "H", "H", "H", "H", "H", "H", "H", "H", "H", "H"],
  "positions_angstrom": [[-0.765, -0.112, -0.438], [-2.404, -0.735, 3.566], [-2.231, 0.675, 3.021], [-3.154, 1.656, 3.755], [-2.488, 0.792, 1.536], [-2.054, 1.935, 0.841], [-2.339, 2.122, -0.507], [-3.082, 1.182, -1.236], [-3.382, 1.405, -2.688], [-3.486, 0.025, -0.559], [-3.182, -0.172, 0.797], [-2.111, -0.761, 4.615], [-1.796, -1.466, 3.033], [-3.447, -1.057, 3.518], [-1.194, 0.988, 3.183], [-4.200, 1.385, 3.601], [-3.017, 2.681, 3.410], [-2.952, 1.629, 4.825], [-1.453, 2.672, 1.360], [-1.963, 3.005, -1.010], [-2.477, 1.280, -3.286], [-3.745, 2.419, -2.853], [-4.132, 0.704, -3.050], [-4.041, -0.739, -1.090], [-3.503, -1.089, 1.273], [-0.436, -1.541, -6.147], [-1.739, -0.518, -5.413], [-2.384, -1.647, -4.229], [-1.845, -1.930, -3.028], [-0.339, -1.261, -2.410], [-2.676, -3.127, -2.068], [-4.040, -3.371, -3.133], [-5.292, -4.334, -2.764], [-3.877, -2.467, -4.610], [0.008, -0.940, -6.938], [-0.862, -2.443, -6.578], [0.323, -1.787, -5.408], [1.185, 1.436, -0.742], [2.028, 0.234, 0.653], [0.581, -0.948, 1.466], [3.291, -0.774, -0.125], [3.591, -2.028, 0.404], [4.607, -2.784, -0.157], [5.322, -2.292, -1.239], [5.025, -1.043, -1.765], [4.010, -0.279, -1.211], [2.780, 1.211, 1.955], [3.054, 0.602, 3.180], [3.697, 1.320, 4.172], [4.067, 2.639, 3.946], [3.795, 3.245, 2.729], [3.151, 2.534, 1.728], [3.023, -2.421, 1.238], [4.836, -3.760, 0.249], [6.112, -2.887, -1.676], [5.580, -0.663, -2.612], [3.776, 0.691, -1.630], [2.758, -0.424, 3.361], [3.909, 0.852, 5.124], [4.569, 3.198, 4.725], [4.082, 4.274, 2.558], [2.931, 3.008, 0.780]],
  "orbital_gap_ev": [7.822, 5.343],
  "spin_multiplicity": 6,
  "lumo_energy_ev": [-2.544, -5.116],
  "de_lowest_kj_mol": 31.4,
  "energy_ev": -115112.45625,
  "homo_energy_ha": [-0.381, -0.384],
  "total_charge": 1,
  "largest_force_ha_per_bohr": 0.0080
}



No. 3
{
  "formula": "H14O7Xe",
  "method": "ωB97M-V/def2-TZVPD",
  "species": ["Xe", "O", "H", "H", "O", "H", "H", "O", "H", "H", "O", "H", "H", "O", "H", "H", "O", "H", "H", "O", "H", "H"],
  "positions_angstrom": [[-0.112, -0.177, 1.006], [2.003, 1.536, -1.439], [1.455, 2.121, -1.962], [1.906, 0.680, -1.856], [0.877, 3.156, 0.479], [1.402, 2.479, 0.051], [1.360, 3.363, 1.279], [-1.866, 2.521, -0.252], [-2.045, 3.221, -0.879], [-0.975, 2.694, 0.052], [-3.296, 0.014, -1.282], [-3.840, 0.134, -0.504], [-2.651, 0.720, -1.235], [0.123, -4.208, 1.342], [-0.792, -4.188, 1.061], [0.621, -3.993, 0.553], [1.797, -0.965, -2.549], [1.852, -1.803, -2.090], [0.877, -0.891, -2.803], [0.784, -2.117, 3.850], [-0.062, -2.313, 4.253], [0.583, -1.983, 2.924]],
  "orbital_gap_ev": 10.947,
  "lumo_energy_ev": -0.039,
  "de_lowest_kj_mol": 35.3,
  "energy_ev": -23522.20993,
  "homo_energy_ha": -0.404,
  "largest_force_ha_per_bohr": 0.0167
}



No. 4
{
  "formula": "C2H4N2O2S",
  "method": "ωB97M-V/def2-TZVPD",
  "species": ["C", "C", "N", "N", "O", "O", "S", "H", "H", "H", "H"],
  "positions_angstrom": [[0.819, 0.198, 0.273], [0.208, -0.898, -0.508], [0.248, 1.534, 0.075], [0.660, 2.598, 0.133], [-2.173, -1.306, 0.884], [-1.613, 0.816, -0.309], [-1.758, -0.729, -0.342], [0.597, 0.149, 1.315], [1.951, 0.154, 0.124], [0.476, -0.579, -1.467], [0.584, -1.936, -0.179]],
  "orbital_gap_ev": [7.481, 8.144],
  "spin_multiplicity": 3,
  "lumo_energy_ev": [0.615, -2.828],
  "de_lowest_kj_mol": 66.4,
  "energy_ev": -20043.60126,
  "homo_energy_ha": [-0.252, -0.403],
  "largest_force_ha_per_bohr": 0.1003
}



No. 5
{
  "formula": "C3H5I",
  "method": "ωB97M-V/def2-TZVPD",
  "species": ["C", "C", "C", "I", "H", "H", "H", "H", "H"],
  "positions_angstrom": [[-0.522, 0.399, -0.371], [0.353, 0.170, 0.802], [0.371, -0.471, -1.213], [2.095, 0.175, -2.266], [-1.429, -0.016, -0.244], [-0.713, 1.388, -0.907], [1.049, 0.945, 0.986], [0.280, -0.630, 1.522], [0.632, -1.558, -1.019]],
  "orbital_gap_ev": 8.310,
  "lumo_energy_ev": 0.358,
  "de_lowest_kj_mol": 276.9,
  "energy_ev": -11289.15862,
  "homo_energy_ha": -0.292,
  "largest_force_ha_per_bohr": 0.0727
}



No. 6
{
  "formula": "C4H16O2P2",
  "method": "ωB97M-V/def2-TZVPD",
  "species": ["C", "P", "C", "P", "H", "H", "H", "H", "H", "H", "H", "H", "H", "H", "C", "C", "O", "O", "H", "H", "H", "H", "H", "H"],
  "positions_angstrom": [[-0.890, -2.251, 0.056], [-1.876, -1.046, -0.927], [-1.110, 0.512, -0.296], [-3.756, -1.098, 0.408], [0.104, -2.327, -0.382], [-0.790, -1.969, 1.106], [-1.349, -3.241, -0.004], [-0.323, 0.291, 0.421], [-1.848, 1.162, 0.187], [-0.670, 1.080, -1.115], [-3.130, -0.311, 1.438], [-4.475, -0.351, -0.554], [-3.762, -2.526, 0.239], [-4.933, -1.199, 1.260], [2.574, 1.123, -0.980], [2.769, 2.013, 0.227], [3.743, 1.466, 1.111], [2.211, -0.188, -0.597], [1.768, 1.513, -1.603], [3.490, 1.119, -1.588], [1.845, 2.052, 0.805], [3.025, 3.031, -0.083], [4.616, 1.566, 0.713], [2.766, -0.422, 0.159]],
  "orbital_gap_ev": 8.033,
  "lumo_energy_ev": 0.765,
  "energy_ev": -27076.63619,
  "homo_energy_ha": -0.267,
  "largest_force_ha_per_bohr": 0.0050
}



No. 7
{
  "formula": "C15H16Cl2N4O6",
  "method": "ωB97M-V/def2-TZVPD",
  "species": ["O", "O", "Cl", "Cl", "N", "O", "O", "O", "O", "C", "C", "C", "C", "C", "C", "C", "C", "C", "N", "N", "N", "C", "C", "C", "C", "C", "C", "H", "H", "H", "H", "H", "H", "H", "H", "H", "H", "H", "H", "H", "H", "H", "H"],
  "positions_angstrom": [[3.165, -3.176, 2.438], [4.467, 1.132, 1.573], [-1.970, 5.426, 0.769], [-4.111, 2.958, 0.554], [1.654, -1.741, 1.878], [-0.773, -0.901, -5.307], [0.234, -2.706, -0.438], [-2.523, -0.327, -1.394], [0.304, -2.077, -2.761], [2.881, -1.977, 2.261], [3.581, 0.266, 1.868], [1.237, -0.530, 1.699], [-0.136, 3.509, 1.094], [-1.927, 1.495, 1.092], [-1.484, 3.770, 0.941], [-2.370, 2.770, 0.917], [0.272, 2.186, 1.211], [-0.580, 1.092, 1.295], [3.888, -1.086, 2.171], [1.577, 2.017, 1.687], [-0.130, -0.288, 1.386], [2.158, 0.688, 2.187], [-1.048, -1.371, 0.987], [-1.178, -0.457, -3.984], [-0.952, -1.924, -0.333], [-1.187, -0.823, -1.491], [-0.931, -1.445, -2.864], [0.191, -1.099, -5.283], [0.609, -2.708, 0.476], [-2.628, 0.478, -1.903], [0.586, -2.363, -1.776], [0.526, 4.316, 1.148], [-2.644, 0.715, 1.041], [4.784, -1.449, 1.862], [2.232, 2.779, 1.558], [2.035, 0.824, 3.221], [-0.815, -2.215, 1.660], [-2.099, -1.305, 1.106], [-0.642, 0.388, -3.824], [-2.196, -0.065, -4.063], [-1.848, -2.561, -0.340], [-0.552, 0.057, -1.340], [-1.654, -2.269, -2.980]],
  "orbital_gap_ev": 7.816,
  "lumo_energy_ev": -0.987,
  "de_lowest_kj_mol": 246.5,
  "energy_ev": -59102.26692,
  "homo_energy_ha": -0.324,
  "largest_force_ha_per_bohr": 0.1321
}



No. 8
{
  "formula": "C3HEuO2",
  "method": "ωB97M-V/def2-TZVPD",
  "species": ["H", "C", "C", "O", "Eu", "O", "C"],
  "positions_angstrom": [[-0.137, -2.272, -0.494], [-1.338, -1.316, 0.293], [-0.218, -1.083, -0.351], [-2.433, -0.811, 0.445], [1.665, 0.295, 0.372], [-0.609, 1.678, -0.096], [-1.738, 1.949, 0.049]],
  "orbital_gap_ev": [6.438, 6.644],
  "spin_multiplicity": 8,
  "lumo_energy_ev": [-5.570, -5.398],
  "de_lowest_kj_mol": 115.1,
  "energy_ev": -26539.96328,
  "homo_energy_ha": [-0.441, -0.443],
  "total_charge": 1,
  "largest_force_ha_per_bohr": 0.1511
}



Please write out number 7 again, unchanged.
{
  "formula": "C15H16Cl2N4O6",
  "method": "ωB97M-V/def2-TZVPD",
  "species": ["O", "O", "Cl", "Cl", "N", "O", "O", "O", "O", "C", "C", "C", "C", "C", "C", "C", "C", "C", "N", "N", "N", "C", "C", "C", "C", "C", "C", "H", "H", "H", "H", "H", "H", "H", "H", "H", "H", "H", "H", "H", "H", "H", "H"],
  "positions_angstrom": [[3.165, -3.176, 2.438], [4.467, 1.132, 1.573], [-1.970, 5.426, 0.769], [-4.111, 2.958, 0.554], [1.654, -1.741, 1.878], [-0.773, -0.901, -5.307], [0.234, -2.706, -0.438], [-2.523, -0.327, -1.394], [0.304, -2.077, -2.761], [2.881, -1.977, 2.261], [3.581, 0.266, 1.868], [1.237, -0.530, 1.699], [-0.136, 3.509, 1.094], [-1.927, 1.495, 1.092], [-1.484, 3.770, 0.941], [-2.370, 2.770, 0.917], [0.272, 2.186, 1.211], [-0.580, 1.092, 1.295], [3.888, -1.086, 2.171], [1.577, 2.017, 1.687], [-0.130, -0.288, 1.386], [2.158, 0.688, 2.187], [-1.048, -1.371, 0.987], [-1.178, -0.457, -3.984], [-0.952, -1.924, -0.333], [-1.187, -0.823, -1.491], [-0.931, -1.445, -2.864], [0.191, -1.099, -5.283], [0.609, -2.708, 0.476], [-2.628, 0.478, -1.903], [0.586, -2.363, -1.776], [0.526, 4.316, 1.148], [-2.644, 0.715, 1.041], [4.784, -1.449, 1.862], [2.232, 2.779, 1.558], [2.035, 0.824, 3.221], [-0.815, -2.215, 1.660], [-2.099, -1.305, 1.106], [-0.642, 0.388, -3.824], [-2.196, -0.065, -4.063], [-1.848, -2.561, -0.340], [-0.552, 0.057, -1.340], [-1.654, -2.269, -2.980]],
  "orbital_gap_ev": 7.816,
  "lumo_energy_ev": -0.987,
  "de_lowest_kj_mol": 246.5,
  "energy_ev": -59102.26692,
  "homo_energy_ha": -0.324,
  "largest_force_ha_per_bohr": 0.1321
}